[1]
ORCA calculation (ωB97M-V with the def2-TZVPD basis set) on the molecule C2H2N4O2 at a distorted geometry.

CARTESIAN COORDINATES (ANGSTROEM)
H 3.12 0.19 0.10
N 2.51 -0.70 0.06
C 1.25 -0.34 -0.08
N 0.29 -1.52 0.01
N -0.86 -1.46 0.36
O -1.50 -0.04 0.52
C -0.79 0.92 -0.18
O -1.53 1.84 -0.47
N 0.54 0.85 -0.18
H 1.07 1.67 -0.60

Calculated values
Max |F| in eV Å⁻¹: 6.2
Energy above the lowest of the compared OMol25 structures with the same formula, charge and spin in eV: 4.0773
Charge: 0

These are the Mulliken partial charges, in e, on atoms 1 to 8: atom 1 (H): 0.245, atom 2 (N): -0.513, atom 3 (C): 0.467, atom 4 (N): -0.098, atom 5 (N): 0.022, atom 6 (O): -0.254, atom 7 (C): 0.500, atom 8 (O): -0.534



[2]
ORCA calculation (ωB97M-V with the def2-TZVPD basis set) on the molecule C2H2N4O2 at a distorted geometry.

CARTESIAN COORDINATES (ANGSTROEM)
H 2.24 -1.82 0.05
N 2.26 -0.82 0.10
C 1.12 -0.26 -0.06
N 1.07 1.13 -0.08
N -0.03 1.76 -0.06
N -1.16 1.00 0.03
C -1.21 -0.41 -0.07
O -2.23 -1.05 0.02
O -0.01 -0.98 -0.18
H -2.05 1.44 0.23

Calculated values
Max |F| in eV Å⁻¹: 3.4
Energy above the lowest of the compared OMol25 structures with the same formula, charge and spin in eV: 2.8911
Charge: 0

These are the Mulliken partial charges, in e, on atoms 1 to 8: atom 1 (H): 0.271, atom 2 (N): -0.582, atom 3 (C): 0.572, atom 4 (N): -0.098, atom 5 (N): -0.403, atom 6 (N): 0.168, atom 7 (C): 0.578, atom 8 (O): -0.517



[3]
ORCA calculation (ωB97M-V with the def2-TZVPD basis set) on the molecule C2H2N4O2 at a distorted geometry.

CARTESIAN COORDINATES (ANGSTROEM)
H 0.91 2.56 -1.53
N 0.92 1.72 -1.02
C -0.11 0.99 -0.70
N -0.21 -0.06 0.32
N -1.49 -0.56 0.43
N -1.45 -1.86 0.81
O -0.12 -2.19 1.01
C 0.68 -0.92 0.79
O 1.91 -0.94 0.98
H -1.04 1.25 -1.10

Calculated values
Max |F| in eV Å⁻¹: 6.9
Energy above the lowest of the compared OMol25 structures with the same formula, charge and spin in eV: 5.1155
Charge: 0

These are the Mulliken partial charges, in e, on atoms 1 to 8: atom 1 (H): 0.257, atom 2 (N): -0.499, atom 3 (C): -0.051, atom 4 (N): 0.408, atom 5 (N): -0.389, atom 6 (N): 0.033, atom 7 (O): -0.164, atom 8 (C): 0.463



[4]
ORCA calculation (ωB97M-V with the def2-TZVPD basis set) on the molecule C2H2N4O2 at a distorted geometry.

CARTESIAN COORDINATES (ANGSTROEM)
O -1.93 1.36 -0.20
C -1.48 0.27 -0.11
O -2.07 -0.89 0.10
N -0.03 0.12 -0.04
N 0.86 -0.96 -0.06
C 2.04 -0.38 -0.20
N 1.84 0.98 0.12
N 0.69 1.21 0.17
H -3.06 -0.84 0.42
H 3.15 -0.87 -0.20

Calculated values
Max |F| in eV Å⁻¹: 8.2
Energy above the lowest of the compared OMol25 structures with the same formula, charge and spin in eV: 3.6518
Charge: 0

These are the Mulliken partial charges, in e, on atoms 1 to 8: atom 1 (O): -0.438, atom 2 (C): 0.547, atom 3 (O): -0.460, atom 4 (N): 0.850, atom 5 (N): -0.676, atom 6 (C): 0.094, atom 7 (N): -0.394, atom 8 (N): -0.221



[5]
ORCA calculation (ωB97M-V with the def2-TZVPD basis set) on a cluster of 2 separate species, C2H2N4O2 in total at a distorted geometry.

CARTESIAN COORDINATES (ANGSTROEM)
C -2.19 -0.93 0.11
C 2.54 -0.67 0.00
N -1.34 1.27 0.76
N -1.30 -0.02 0.16
N -0.54 0.93 -0.36
N 2.83 0.23 -0.70
O -2.73 -1.94 0.16
O 2.48 -1.67 0.61
H -2.20 1.80 0.44
H 2.45 1.01 -1.20

Calculated values
Max |F| in eV Å⁻¹: 3.8
Energy above the lowest of the compared OMol25 structures with the same formula, charge and spin in eV: 7.8316
Charge: 0

These are the Mulliken partial charges, in e, on atoms 1 to 8: atom 1 (C): 0.541, atom 2 (C): 0.513, atom 3 (N): -0.300, atom 4 (N): 0.434, atom 5 (N): -0.592, atom 6 (N): -0.377, atom 7 (O): -0.308, atom 8 (O): -0.448



[6]
ORCA calculation (ωB97M-V with the def2-TZVPD basis set) on a cluster of 2 separate species, C2H2N4S in total at a distorted geometry.

CARTESIAN COORDINATES (ANGSTROEM)
H -3.00 -0.66 -0.80
N -2.42 -1.30 -0.32
N -1.32 -0.76 -0.19
N -0.41 -1.14 0.58
C 0.81 -1.15 0.65
S 2.19 -1.22 1.43
C 1.36 2.08 -0.45
N 1.50 1.13 -1.07
H 1.28 3.02 0.18

Calculated values
Max |F| in eV Å⁻¹: 5.9
Energy above the lowest of the compared OMol25 structures with the same formula, charge and spin in eV: 2.2559
Charge: 0

These are the Mulliken partial charges, in e, on atoms 1 to 8: atom 1 (H): 0.283, atom 2 (N): -0.611, atom 3 (N): 0.127, atom 4 (N): 0.049, atom 5 (C): 0.348, atom 6 (S): -0.218, atom 7 (C): 0.143, atom 8 (N): -0.374



[7]
ORCA calculation (ωB97M-V with the def2-TZVPD basis set) on the ion C2H2N5 with charge +1 at a distorted geometry.

CARTESIAN COORDINATES (ANGSTROEM)
N -0.03 -2.20 -2.48
N 0.01 -1.49 -1.57
C 0.05 -0.60 -0.54
N 0.17 0.75 -0.79
C 0.06 1.30 0.38
N -0.13 0.31 1.32
N -0.08 -0.90 0.73
H 0.10 2.38 0.61
H -0.14 0.46 2.34

Calculated values
Max |F| in eV Å⁻¹: 8.4
Energy above the lowest of the compared OMol25 structures with the same formula, charge and spin in eV: 0.0000
Charge: +1

These are the Mulliken partial charges, in e, on atoms 1 to 8: atom 1 (N): -0.154, atom 2 (N): 0.678, atom 3 (C): 0.322, atom 4 (N): -0.366, atom 5 (C): 0.012, atom 6 (N): 0.206, atom 7 (N): -0.376, atom 8 (H): 0.395



[8]
ORCA calculation (ωB97M-V with the def2-TZVPD basis set) on the ion C2H2NO with charge -1 at a distorted geometry.

CARTESIAN COORDINATES (ANGSTROEM)
C -1.49 0.10 0.09
C -0.19 -0.31 -0.12
N 0.97 0.44 -0.02
O 2.05 -0.20 0.05
H -1.58 1.29 -0.06
H 0.24 -1.32 0.06

Calculated values
Max |F| in eV Å⁻¹: 2.2
Energy above the lowest of the compared OMol25 structures with the same formula, charge and spin in eV: 2.3975
Charge: -1

Let us look at the Mulliken charges, expressed in e, one per atom: atom 1 (C): -0.534, atom 2 (C): -0.245, atom 3 (N): -0.210, atom 4 (O): -0.413, atom 5 (H): 0.053, atom 6 (H): 0.349